# 1
Computed, not measured: an isolated ion of composition C7H13N4O2 and charge +1, with ωB97M-V/def2-TZVPD.

LUMO level, eV: -3.591
Total charge: +1
Electronic energy, eV: -17515.177
Spin multiplicity: 1
Energy above the lowest of the compared OMol25 structures with the same formula, charge and spin, eV: 3.357
Kohn-Sham gap, eV: 9.23

The geometry in XYZ format:
```
26
Properties=species:S:1:pos:R:3:forces:R:3
C 0.107392 -1.472319 -1.230220 -0.198 -1.904 -1.275
C 1.442453 -1.761292 -1.487405 0.934 1.416 -0.025
C -0.151816 -0.789230 -0.141036 3.652 2.751 3.808
C 2.446791 -0.412719 0.109556 -1.132 0.282 -1.068
C 1.238583 2.210317 1.161335 1.233 -0.404 -1.196
C -2.601834 -0.747106 0.165336 0.231 -2.328 1.227
C -2.983394 0.304703 -0.878279 -1.239 -1.241 2.652
N 2.512022 -1.231623 -0.971808 0.775 -0.249 0.833
N 1.248761 -0.008346 0.515065 -2.697 -2.610 -2.185
N 3.592613 0.036548 0.595052 0.427 0.678 1.221
N -1.165664 -0.620608 0.636210 -2.883 0.612 0.787
O -2.929967 1.601868 -0.414811 -3.478 1.671 1.359
O 1.116768 0.791457 1.571058 -0.326 1.301 0.504
H -0.625722 -2.179851 -1.618032 -0.051 0.468 -0.043
H 1.674682 -2.489239 -2.197815 0.075 -1.136 -1.271
H 0.679207 2.438626 0.205976 -0.126 -0.230 1.601
H 2.295406 2.415590 0.883486 -0.426 -0.350 0.179
H 1.088006 2.760449 2.077911 -0.799 0.269 -0.143
H -3.255682 -0.839897 1.162824 1.342 0.550 -2.428
H -2.649333 -1.777418 -0.352635 -0.272 1.416 0.771
H -3.959166 -0.056702 -1.190450 -0.227 0.414 -0.604
H -2.280594 0.265013 -1.616093 1.680 -0.500 -2.470
H 4.363941 -0.237523 0.026867 0.671 -0.219 -0.083
H 3.789001 0.566097 1.468257 -0.784 -0.736 -1.191
H -1.095382 -0.615060 1.646748 0.666 0.455 -0.291
H -3.897075 1.848266 -0.127097 2.951 -0.376 -0.668
```
Forces are in eV/Å.

These are the Mulliken partial charges, in e, on atoms 1 to 4: atom 1 (C): -0.627, atom 2 (C): -0.177, atom 3 (C): 0.563, atom 4 (C): 0.643



# 2
Computed, not measured: a 7-piece molecular cluster, C25H44N2O15 overall, with ωB97M-V/def2-TZVPD.

LUMO level, eV: 0.344
Total charge: 0
Electronic energy, eV: -60325.347
Spin multiplicity: 1
Energy above the lowest of the compared OMol25 structures with the same formula, charge and spin, eV: 1.498
Kohn-Sham gap, eV: 10.13

The geometry in XYZ format:
```
86
Properties=species:S:1:pos:R:3:forces:R:3
C 2.593460 0.406641 -0.775622 1.759 -0.512 -1.621
C 2.797459 1.784212 -1.405798 2.065 -3.488 0.677
C 2.743830 1.872794 -2.940660 1.942 1.899 0.768
O 1.591175 2.580907 -3.070193 -3.302 1.281 -0.876
C 1.096609 3.014151 -1.888367 -2.509 2.337 -1.575
O 0.147678 3.746845 -1.780686 0.523 -0.565 -0.327
O 1.808923 2.623188 -0.882699 1.179 -0.298 0.696
H 2.714525 0.467524 0.278497 0.665 -0.079 0.917
H 3.255825 -0.374002 -1.281290 -0.577 1.059 0.975
H 1.616358 0.056827 -0.887272 -1.851 -0.453 -0.555
H 3.791716 2.099395 -1.138394 0.195 0.560 0.574
H 2.756879 1.044640 -3.639867 0.015 -0.607 0.551
H 3.542937 2.619063 -3.214590 -0.185 -1.095 -0.181
C -1.527110 1.790973 4.470051 0.516 -0.540 1.291
C -2.723165 0.822941 4.524907 -0.781 2.921 0.799
C -4.147884 1.374436 4.166005 1.517 1.153 -2.196
O -4.649069 0.264536 3.467544 -1.947 -1.236 -0.228
C -3.699728 -0.588333 3.098324 -0.774 -3.012 -3.012
O -3.837692 -1.550828 2.317331 0.361 3.325 2.836
O -2.543600 -0.199572 3.617137 1.109 -1.182 -0.658
H -1.128930 2.069454 3.505054 -0.517 -0.193 -0.574
H -0.743402 1.188688 4.962320 0.115 0.595 -0.117
H -1.628376 2.751259 5.022766 -0.329 -0.885 -0.121
H -2.810867 0.384999 5.518353 0.218 0.004 0.215
H -4.191164 2.195963 3.361298 0.624 -0.626 1.522
H -4.765229 1.661539 4.997410 -0.224 -0.220 0.409
C 2.191658 -4.225266 5.268292 -0.059 -0.895 -0.833
O 1.999273 -2.831830 5.027177 -0.555 1.828 -0.779
C 1.288954 -2.523833 3.970336 -4.863 -3.459 -6.725
O 0.664685 -3.466500 3.119879 3.939 5.186 5.353
O 1.123331 -1.191532 3.648739 0.712 -1.438 1.362
C 0.326081 -0.798777 2.476342 -0.767 -0.671 -0.344
H 1.194742 -4.711537 5.434832 1.137 0.360 0.182
H 2.939101 -4.258368 6.072324 -0.705 -0.173 -0.026
H 2.645115 -4.659165 4.354700 -0.366 0.063 0.531
H 0.302706 0.324013 2.373571 0.264 -1.278 0.682
H -0.712459 -1.219579 2.499588 1.023 0.505 0.475
H 0.742613 -1.224426 1.566931 0.397 0.028 0.093
C -1.229463 5.756625 0.558342 -0.913 -1.334 -0.632
O -1.617542 6.265624 1.824144 -1.301 0.259 2.363
C -2.411797 5.532214 2.598472 -0.843 -7.118 -1.579
O -2.699512 4.173046 2.373786 1.652 7.726 1.111
O -2.884816 6.159667 3.663210 0.110 0.214 -1.066
C -3.562138 5.345849 4.601888 0.087 -1.983 1.855
H -1.991395 5.010585 0.319170 -0.022 0.311 -0.652
H -0.340086 5.139156 0.630143 0.495 0.549 0.006
H -1.202069 6.602068 -0.145829 0.230 -0.541 0.398
H -2.900114 4.526564 4.914276 0.140 0.252 -0.229
H -4.470896 4.779162 4.339950 0.209 0.926 -0.904
H -3.766523 5.869987 5.541681 0.119 0.664 -0.691
C -2.376581 1.313053 0.635368 0.609 0.183 1.872
O -1.732960 1.476740 -0.620498 -0.549 1.408 -0.282
C -1.286048 0.469720 -1.246036 1.632 -7.858 1.424
O -1.242760 -0.771987 -0.602630 0.169 6.713 -4.476
O -0.796613 0.753749 -2.530622 -1.698 -0.604 3.466
C -0.277729 -0.352828 -3.273148 -1.131 0.773 -2.422
H -2.002578 0.596295 1.363455 0.826 -0.501 -0.896
H -3.409334 1.114486 0.621144 -1.410 -0.424 -1.121
H -2.296199 2.237088 1.159957 0.250 1.091 -0.097
H -1.034830 -1.056870 -3.722584 0.392 0.994 0.732
H 0.410115 -0.907869 -2.743688 1.380 -1.188 1.459
H 0.255737 0.152672 -4.095434 -0.327 -0.394 0.254
C -0.361698 -4.576733 -1.039670 1.953 0.534 -0.680
C -0.509942 -3.774242 0.224399 0.622 0.238 -0.003
C -1.971405 -3.283235 0.380755 1.206 -1.367 2.111
C -2.810428 -4.321246 1.046672 -0.353 -0.211 -0.277
N -3.434589 -5.117999 1.608436 0.605 0.681 -0.568
H 0.668521 -4.969097 -1.216484 -0.531 0.258 0.413
H -0.520474 -3.896319 -1.863659 -0.423 -0.042 -0.606
H -1.004194 -5.424971 -1.086708 -0.783 -0.522 -0.023
H 0.153763 -2.840761 0.242476 -0.852 -1.426 -0.248
H -0.192360 -4.417959 1.054407 -0.320 0.539 0.134
H -2.363710 -2.878140 -0.527624 -0.414 0.204 -0.258
H -1.822107 -2.553135 1.159511 -0.819 0.775 -0.065
C 5.517404 -2.640868 -8.605960 1.300 -1.165 -0.600
C 4.420930 -2.675482 -7.562132 0.339 -1.654 -1.637
C 3.760366 -1.342723 -7.410269 -0.633 -0.028 0.394
C 2.725089 -1.352355 -6.378960 -2.528 0.259 1.855
N 1.889829 -1.333729 -5.555137 2.214 -0.096 -2.010
H 5.231441 -2.120451 -9.509958 -0.319 0.057 -0.313
H 5.749901 -3.710692 -8.890219 -0.108 1.186 0.169
H 6.474253 -2.195669 -8.312223 -0.225 0.050 0.320
H 4.879857 -3.046394 -6.652310 -0.428 -0.050 0.367
H 3.765393 -3.474906 -8.026126 -0.012 1.042 1.256
H 3.393938 -0.957579 -8.355449 -0.471 -0.173 -0.154
H 4.459397 -0.601550 -7.102556 0.911 0.592 0.373
```
Forces are in eV/Å.

These are the Mulliken partial charges, in e, on atoms 1 to 4: atom 1 (C): -1.077, atom 2 (C): 0.539, atom 3 (C): -0.422, atom 4 (O): -0.346



# 3
Computed, not measured: an isolated ion of composition C5H11O2 and charge -1, with ωB97M-V/def2-TZVPD.

LUMO level, eV: 3.686
Total charge: -1
Electronic energy, eV: -9456.431
Spin multiplicity: 1
Energy above the lowest of the compared OMol25 structures with the same formula, charge and spin, eV: 3.598
Kohn-Sham gap, eV: 5.86

The geometry in XYZ format:
```
18
Properties=species:S:1:pos:R:3:forces:R:3
C 0.455996 -1.278129 1.200273 -1.352 -0.789 0.718
O 0.365759 -1.741278 2.470579 0.951 0.329 -0.933
C 1.121870 0.094961 0.942772 -2.729 1.025 -0.124
C 1.195169 0.395171 -0.606288 2.260 -2.385 2.215
C 0.019621 0.023702 -1.481021 -0.320 -0.920 -1.988
C -1.024182 1.173667 -1.686716 1.533 -1.712 0.490
O -1.907726 1.274393 -0.560408 0.554 0.155 -0.576
H -0.602407 -1.153495 0.807512 -0.109 0.442 -0.050
H 0.766198 -1.993882 0.363571 0.787 -0.097 0.518
H 1.997262 0.335665 1.600726 -0.369 -0.417 -1.065
H 0.307714 0.803502 1.216038 0.617 -0.091 0.804
H 1.587691 1.387590 -0.636835 -0.147 0.977 -0.895
H 2.046800 -0.280206 -0.790905 -0.081 0.264 -1.015
H -0.519245 -0.895481 -1.215026 0.033 0.411 1.014
H 0.389794 -0.488126 -2.472021 -0.322 1.920 1.038
H -1.569273 0.916987 -2.577670 -0.546 0.294 -0.510
H -0.380688 2.045466 -1.845007 -0.740 0.461 0.185
H -1.764980 0.458275 -0.058864 -0.019 0.132 0.173
```
Forces are in eV/Å.

These are the Mulliken partial charges, in e, on atoms 1 to 4: atom 1 (C): -0.171, atom 2 (O): -0.891, atom 3 (C): -0.488, atom 4 (C): -0.541